# 1
2 unconnected molecules or ions with the total composition C5H14NO2 in a non-equilibrium geometry. Source: OMol25; level of theory: the ωB97M-V functional and the def2-TZVPD basis.

Relative energy (zero: lowest compared OMol25 entry of this formula, charge and spin), eV: 5.723
E_LUMO (spin up / spin down), hartree: -0.1539 / -0.1054
Gap between HOMO and LUMO (spin up / spin down), hartree: 0.2373 / 0.3512
Charge: +1

Last column: Mulliken charge in e.
CARTESIAN COORDINATES (ANGSTROEM)
1 C -1.37 2.48 -0.40  -0.955
2 C 1.02 -0.83 1.87  -1.512
3 C -0.89 -1.68 0.40  -0.624
4 C 0.01 2.05 -0.46  0.127
5 C 0.37 -0.76 0.54  0.484
6 N 1.34 -1.01 -0.52  -0.336
7 O -1.00 -1.84 -1.08  -0.609
8 O 0.72 1.61 -1.55  -0.501
9 H -1.85 2.21 -1.39  0.302
10 H -1.41 3.59 -0.35  0.329
11 H -1.87 2.20 0.51  0.285
12 H 0.25 -1.03 2.62  0.360
13 H 1.68 -1.67 1.97  0.487
14 H 1.58 0.11 2.00  0.347
15 H -0.71 -2.63 0.88  0.398
16 H -1.67 -0.97 0.86  0.347
17 H 0.80 2.29 0.29  0.331
18 H 2.22 -1.45 -0.23  0.346
19 H 1.71 -0.20 -1.01  0.279
20 H 0.62 -1.74 -1.20  0.451
21 H -1.86 -2.24 -1.31  0.338
22 H 0.29 1.53 -2.42  0.327

---

# 2
3 unconnected molecules or ions with the total composition C39H30N2O5S in a non-equilibrium geometry. Source: OMol25; level of theory: the ωB97M-V functional and the def2-TZVPD basis.

E_LUMO, hartree: -0.0574
Gap between HOMO and LUMO, hartree: 0.2549
SMILES: O=C1c2ccccc2C(=O)c2ccccc21.O=C1c2ccccc2C(=O)c2ccccc21.COCCCCc1ccc2nsnc2c1

Last column: Mulliken charge in e.
CARTESIAN COORDINATES (ANGSTROEM)
1 O -1.28 -3.12 -4.79  -0.682
2 C -1.29 -2.95 -3.58  0.532
3 C -0.02 -2.96 -2.82  0.211
4 C 1.19 -3.14 -3.49  -0.617
5 C 2.40 -3.11 -2.78  -0.458
6 C 2.39 -2.90 -1.40  -0.471
7 C 1.18 -2.74 -0.73  -0.650
8 C -0.03 -2.77 -1.44  0.270
9 C -1.31 -2.61 -0.71  0.570
10 O -1.32 -2.50 0.51  -0.683
11 C -2.57 -2.58 -1.48  0.291
12 C -3.78 -2.40 -0.80  -0.757
13 C -4.98 -2.33 -1.52  -0.421
14 C -4.96 -2.45 -2.91  -0.549
15 C -3.76 -2.65 -3.58  -0.527
16 C -2.56 -2.72 -2.86  0.205
17 H 1.21 -3.30 -4.57  0.462
18 H 3.34 -3.25 -3.30  0.540
19 H 3.32 -2.87 -0.85  0.391
20 H 1.18 -2.58 0.35  0.465
21 H -3.80 -2.30 0.28  0.533
22 H -5.92 -2.18 -1.00  0.490
23 H -5.89 -2.39 -3.47  0.397
24 H -3.75 -2.75 -4.67  0.448
25 O 9.62 1.70 -3.49  -0.677
26 C 8.61 1.28 -2.94  0.577
27 C 8.49 1.31 -1.47  0.145
28 C 9.53 1.84 -0.70  -0.570
29 C 9.40 1.91 0.69  -0.433
30 C 8.24 1.45 1.31  -0.478
31 C 7.21 0.90 0.54  -0.505
32 C 7.33 0.83 -0.85  0.221
33 C 6.25 0.23 -1.65  0.533
34 O 5.26 -0.24 -1.10  -0.687
35 C 6.36 0.22 -3.12  0.149
36 C 5.32 -0.31 -3.89  -0.628
37 C 5.41 -0.30 -5.29  -0.514
38 C 6.53 0.25 -5.91  -0.470
39 C 7.58 0.76 -5.14  -0.611
40 C 7.49 0.74 -3.75  0.374
41 H 10.43 2.21 -1.17  0.450
42 H 10.21 2.33 1.29  0.393
43 H 8.13 1.52 2.39  0.394
44 H 6.31 0.54 1.03  0.453
45 H 4.44 -0.73 -3.41  0.619
46 H 4.60 -0.71 -5.88  0.429
47 H 6.59 0.27 -7.00  0.383
48 H 8.45 1.18 -5.64  0.456
49 C -1.95 -0.17 3.62  -0.434
50 O -1.92 1.17 4.27  -0.365
51 C -2.66 2.12 3.37  -0.403
52 C -3.21 3.45 4.21  -0.631
53 C -4.24 3.08 5.43  -0.447
54 C -5.83 3.44 5.09  -0.625
55 C -6.50 2.17 4.22  0.517
56 C -6.33 0.58 4.67  -0.288
57 C -6.98 -0.64 3.75  -0.542
58 C -7.78 -0.19 2.39  0.448
59 N -8.47 -1.00 1.31  -0.526
60 S -9.19 0.06 0.13  0.222
61 N -8.78 1.70 0.67  -0.523
62 C -7.99 1.41 1.95  0.504
63 C -7.35 2.62 2.87  -0.612
64 H -3.07 -0.57 3.68  0.165
65 H -1.62 -0.16 2.50  0.207
66 H -1.27 -0.96 4.17  0.260
67 H -1.86 2.44 2.55  0.273
68 H -3.56 1.52 2.91  0.289
69 H -2.23 3.90 4.73  0.293
70 H -3.60 4.31 3.49  0.307
71 H -3.96 3.80 6.34  0.326
72 H -4.06 1.97 5.74  0.220
73 H -6.45 3.68 6.06  0.335
74 H -5.80 4.40 4.40  0.237
75 H -5.75 0.27 5.66  0.271
76 H -6.87 -1.78 4.01  0.308
77 H -7.48 3.76 2.60  0.220

---

# 3
8 unconnected molecules or ions with the total composition C26H73N5O11 in a non-equilibrium geometry. Source: OMol25; level of theory: the ωB97M-V functional and the def2-TZVPD basis.

Relative energy (zero: lowest compared OMol25 entry of this formula, charge and spin), eV: 1.738
E_LUMO, hartree: 0.0108
Gap between HOMO and LUMO, hartree: 0.3292
SMILES: COC[C@H](C)N.COC[C@H](C)N.COC[C@H](C)N.COC[C@H](C)N.COC[C@H](C)N.OCCO.OCCO.OCCO

Last column: Mulliken charge in e.
CARTESIAN COORDINATES (ANGSTROEM)
1 C 5.08 -1.19 -0.70  -0.511
2 O 5.21 -2.25 0.21  -0.430
3 C 4.37 -2.16 1.33  0.322
4 C 5.01 -2.82 2.57  0.323
5 C 4.24 -2.57 3.86  -1.268
6 N 6.42 -2.46 2.68  -0.783
7 H 5.52 -0.26 -0.31  0.316
8 H 4.03 -0.90 -0.88  0.023
9 H 5.45 -1.50 -1.66  0.340
10 H 4.12 -1.13 1.60  -0.205
11 H 3.40 -2.63 1.12  0.120
12 H 4.99 -3.91 2.44  0.287
13 H 4.24 -1.52 4.14  0.284
14 H 4.64 -3.28 4.58  0.363
15 H 3.22 -2.93 3.67  0.288
16 H 6.82 -2.61 1.76  0.333
17 H 6.57 -1.46 2.81  0.259
18 C -1.95 -4.52 -3.13  -0.296
19 O -0.69 -4.84 -3.66  -0.423
20 C 0.19 -3.72 -3.78  0.668
21 C 1.62 -4.17 -3.99  0.282
22 C 2.55 -2.95 -4.04  -1.364
23 N 1.83 -4.87 -5.25  -0.737
24 H -1.82 -4.18 -2.10  -0.127
25 H -2.58 -5.41 -3.14  0.343
26 H -2.55 -3.80 -3.69  0.254
27 H -0.20 -3.12 -4.61  0.269
28 H 0.19 -3.19 -2.82  -0.633
29 H 1.96 -4.73 -3.12  0.300
30 H 2.29 -2.28 -4.87  0.351
31 H 3.55 -3.32 -4.26  0.375
32 H 2.48 -2.27 -3.18  0.230
33 H 1.68 -4.23 -6.02  0.278
34 H 1.15 -5.61 -5.38  0.300
35 C -3.16 7.20 -2.03  -0.761
36 O -2.67 6.10 -1.30  -0.253
37 C -1.86 5.18 -2.00  -1.135
38 C -1.53 3.91 -1.27  1.199
39 C -2.66 3.47 -0.32  -1.157
40 N -0.28 4.09 -0.49  -0.539
41 H -3.87 6.91 -2.81  0.295
42 H -2.29 7.70 -2.45  0.305
43 H -3.71 7.80 -1.30  0.227
44 H -2.46 4.86 -2.87  0.427
45 H -1.00 5.67 -2.48  0.487
46 H -1.43 3.08 -1.98  -0.421
47 H -2.92 4.21 0.43  0.164
48 H -2.40 2.55 0.19  0.212
49 H -3.58 3.30 -0.90  0.554
50 H -0.23 3.25 0.08  -0.075
51 H -0.41 4.90 0.09  0.375
52 C -0.79 -4.55 0.95  -0.907
53 O -1.49 -3.34 1.23  -0.570
54 C -2.84 -3.43 0.90  -0.837
55 C -3.74 -2.44 1.67  0.973
56 C -3.81 -2.80 3.15  -1.575
57 N -5.08 -2.35 1.04  -0.701
58 H -0.54 -5.11 1.85  0.268
59 H 0.17 -4.36 0.46  0.288
60 H -1.25 -5.17 0.17  0.432
61 H -3.08 -3.38 -0.16  0.163
62 H -3.28 -4.39 1.22  0.607
63 H -3.24 -1.47 1.61  -0.185
64 H -3.96 -3.88 3.32  0.351
65 H -4.72 -2.44 3.63  0.437
66 H -2.87 -2.58 3.67  0.364
67 H -5.52 -1.51 1.38  0.324
68 H -5.60 -3.11 1.48  0.282
69 C 0.51 0.77 4.03  -0.813
70 O 1.07 1.54 3.00  -0.154
71 C 2.41 1.24 2.61  -0.721
72 C 2.80 2.34 1.62  0.965
73 C 4.27 2.34 1.23  -1.272
74 N 2.35 3.71 1.95  -0.903
75 H 0.81 -0.28 4.05  0.306
76 H -0.58 0.83 3.95  0.235
77 H 0.75 1.19 5.02  0.290
78 H 3.08 1.18 3.47  0.697
79 H 2.47 0.29 2.08  0.098
80 H 2.23 2.10 0.70  -0.093
81 H 4.96 2.19 2.08  0.329
82 H 4.61 3.30 0.85  0.472
83 H 4.55 1.51 0.57  0.015
84 H 2.01 4.14 1.09  0.395
85 H 1.46 3.60 2.44  0.237
86 O 0.65 -1.69 0.65  -0.229
87 C 0.23 -1.01 -0.56  -0.330
88 C -0.88 -0.04 -0.22  0.919
89 O -0.37 0.97 0.62  0.349
90 H -0.10 -2.28 0.85  0.332
91 H 1.12 -0.58 -1.03  0.321
92 H -0.12 -1.88 -1.13  -0.247
93 H -1.67 -0.60 0.29  -0.526
94 H -1.32 0.40 -1.12  -0.015
95 H 0.07 0.57 1.38  -0.333
96 O -0.94 3.63 2.40  -0.116
97 C -2.09 4.08 3.07  -0.493
98 C -2.13 3.97 4.59  -0.562
99 O -1.26 4.93 5.21  -0.544
100 H -0.86 2.67 2.44  -0.095
101 H -2.31 5.11 2.79  0.432
102 H -2.97 3.53 2.71  0.342
103 H -1.81 3.03 5.03  0.257
104 H -3.16 4.22 4.87  0.354
105 H -1.65 5.81 5.20  0.305
106 O -2.61 -0.73 -5.17  -0.583
107 C -1.92 0.17 -4.28  -0.117
108 C -1.95 1.57 -4.87  -0.508
109 O -3.25 2.13 -4.79  -0.531
110 H -3.47 -0.85 -4.75  0.346
111 H -2.52 0.15 -3.36  0.228
112 H -0.94 -0.15 -3.92  0.230
113 H -1.61 1.49 -5.91  0.412
114 H -1.23 2.21 -4.35  0.276
115 H -3.63 2.07 -5.67  0.294

---

# 4
A single C6H5N molecule in a non-equilibrium geometry. Source: OMol25; level of theory: the ωB97M-V functional and the def2-TZVPD basis.

Relative energy (zero: lowest compared OMol25 entry of this formula, charge and spin), eV: 5.551
E_LUMO (spin up / spin down), hartree: 0.0055 / -0.0134
Gap between HOMO and LUMO (spin up / spin down), hartree: 0.2533 / 0.3058

Last column: Mulliken charge in e.
CARTESIAN COORDINATES (ANGSTROEM)
1 C 1.24 0.94 -0.21  -0.468
2 C 0.72 -0.16 0.53  -0.173
3 C -1.75 -1.14 -0.14  -0.133
4 C -1.48 -1.50 1.10  -0.566
5 C 0.31 1.53 -1.08  0.189
6 C -0.52 -0.72 0.38  0.216
7 N -0.93 1.44 -1.13  -0.560
8 H 2.26 1.33 -0.31  0.348
9 H 1.16 -0.53 1.54  0.199
10 H -2.46 -1.15 -1.02  0.312
11 H -1.83 -2.03 1.92  0.388
12 H 0.81 2.43 -1.67  0.248

---

# 5
A molecular structure, BrCu. Source: OMol25; level of theory: the ωB97M-V functional and the def2-TZVPD basis.

Relative energy (zero: lowest compared OMol25 entry of this formula, charge and spin), eV: 0.293
E_LUMO (spin up / spin down), hartree: -0.2565 / -0.3347
⟨S²⟩: 0.75
Gap between HOMO and LUMO (spin up / spin down), hartree: 0.3627 / 0.2698
2S+1: 2
Charge: +1

Last column: Mulliken spin population.
CARTESIAN COORDINATES (ANGSTROEM)
1 Cu -0.03 -1.37 0.28  -0.004
2 Br 0.03 1.37 -0.28  1.004

---

# 6
A molecular structure, C3H7IN3P in a non-equilibrium geometry. Source: OMol25; level of theory: the ωB97M-V functional and the def2-TZVPD basis.

Relative energy (zero: lowest compared OMol25 entry of this formula, charge and spin), eV: 1.996
E_LUMO (spin up / spin down), hartree: -0.0432 / -0.0042
Gap between HOMO and LUMO (spin up / spin down), hartree: 0.2340 / 0.3102

Last column: Mulliken charge in e.
CARTESIAN COORDINATES (ANGSTROEM)
1 C 1.68 0.58 0.26  -1.265
2 C 0.40 0.55 0.97  -0.030
3 C -0.36 -0.71 0.62  -0.566
4 N -0.62 -1.75 -1.31  -0.965
5 N -0.63 1.82 0.08  -0.363
6 N -0.88 -0.70 -0.70  0.695
7 P -0.84 1.02 -1.23  0.128
8 I -2.08 -0.76 1.82  0.100
9 H 1.61 0.20 -0.71  0.373
10 H 1.97 1.60 0.17  0.434
11 H 2.46 -0.09 0.86  0.296
12 H 0.38 0.91 2.11  0.377
13 H 0.13 -1.69 0.78  0.525
14 H -1.11 -2.02 -2.22  0.219
15 H -2.12 1.05 -1.52  0.042

---

Number 1: calculated total energy -403.7310 a.u.. Number 2: calculated total energy -2387.6604 a.u.. Number 3: calculated total energy -2135.6281 a.u.. Number 4: calculated total energy -286.1392 a.u.. Number 5: calculated total energy -4214.1230 a.u.. Number 6: calculated total energy -921.6166 a.u..